(1)
C45H86N2O12P2S2 | wB97M-V/def2-TZVPD

Structure (XYZ):
```
149
C45H86N2O12P2S2 (wB97M-V/def2-TZVPD)
C 8.230 -0.603 2.859
C 7.502 -0.711 1.505
C 7.186 0.647 0.864
C 5.930 0.642 -0.008
C 5.278 2.025 -0.172
C 3.757 1.950 -0.261
C 3.128 1.654 1.121
C 2.083 0.546 1.113
N 0.774 1.035 0.640
C 0.180 1.943 1.662
C -1.310 1.816 1.930
C -1.715 2.772 3.083
C -2.529 2.021 4.139
C -1.636 1.072 4.959
C -2.339 -0.225 5.414
C -2.440 -0.342 6.940
C -1.049 -0.451 7.593
C -0.062 -0.020 0.245
S -0.108 -1.491 0.936
S -1.006 0.301 -1.239
C -2.752 0.161 -0.774
C -3.492 -1.155 -1.113
C -2.911 -1.964 -2.279
C -1.813 -2.945 -1.931
C -0.642 -2.921 -2.678
C 0.417 -3.768 -2.425
C 0.325 -4.665 -1.379
C -0.843 -4.747 -0.627
C -1.909 -3.900 -0.922
O -3.096 -4.030 -0.227
N -2.955 -3.638 1.165
O -3.887 -3.956 1.767
C -0.890 -5.748 0.476
O -1.910 -6.242 0.910
C 0.427 -6.140 1.068
P 0.328 -6.737 2.772
P 2.034 -5.907 3.865
O 1.538 -4.945 4.854
O 2.782 -7.149 4.536
O 3.118 -5.303 2.872
C 1.528 -6.068 0.319
C 1.462 -5.572 -1.072
O 2.300 -5.868 -1.897
H 8.161 0.407 3.265
H 9.288 -0.839 2.763
H 7.794 -1.270 3.601
H 6.575 -1.269 1.643
H 8.135 -1.289 0.831
H 7.129 1.429 1.622
H 8.031 0.915 0.223
H 6.189 0.280 -1.005
H 5.198 -0.060 0.402
H 5.569 2.652 0.676
H 5.651 2.505 -1.079
H 3.357 2.887 -0.643
H 3.475 1.134 -0.929
H 3.922 1.307 1.789
H 2.739 2.570 1.566
H 2.005 0.108 2.114
H 2.428 -0.256 0.461
H 0.340 2.973 1.329
H 0.731 1.835 2.599
H -1.844 2.125 1.034
H -1.579 0.806 2.235
H -0.817 3.177 3.554
H -2.309 3.588 2.672
H -2.979 2.754 4.811
H -3.331 1.459 3.657
H -1.250 1.613 5.824
H -0.782 0.789 4.340
H -1.759 -1.085 5.070
H -3.329 -0.295 4.961
H -3.023 -1.233 7.173
H -2.957 0.549 7.298
H -0.812 0.453 8.153
H -0.271 -0.543 6.834
H -0.972 -1.313 8.251
H -3.250 0.979 -1.294
H -2.893 0.358 0.284
H -3.595 -1.750 -0.215
H -4.503 -0.852 -1.391
H -3.711 -2.523 -2.769
H -2.502 -1.251 -2.994
H -0.556 -2.196 -3.476
H 1.321 -3.745 -3.016
H -0.694 -5.952 3.319
H 2.429 -7.234 5.433
H 3.884 -5.874 2.731
H 2.506 -6.366 0.667
C -8.094 2.346 -1.981
C -6.803 1.691 -2.443
C -7.054 0.314 -3.037
O -5.876 1.599 -1.356
H -8.569 1.744 -1.200
H -7.892 3.332 -1.561
H -8.798 2.455 -2.806
H -6.319 2.323 -3.188
H -7.498 -0.350 -2.288
H -6.116 -0.137 -3.365
H -7.729 0.369 -3.891
H -6.274 1.044 -0.676
C 3.755 5.900 -3.524
C 5.032 5.125 -3.261
C 6.141 5.529 -4.220
O 4.793 3.719 -3.336
H 3.382 5.699 -4.533
H 2.977 5.602 -2.821
H 3.922 6.970 -3.419
H 5.355 5.306 -2.235
H 5.846 5.313 -5.251
H 7.052 4.968 -4.011
H 6.360 6.595 -4.141
H 4.499 3.509 -4.229
C -3.431 3.074 -6.193
C -4.870 2.659 -6.451
C -5.314 3.017 -7.861
O -5.740 3.256 -5.489
H -3.325 4.158 -6.296
H -3.131 2.806 -5.179
H -2.748 2.595 -6.896
H -4.971 1.583 -6.300
H -5.261 4.099 -8.011
H -6.346 2.708 -8.027
H -4.681 2.536 -8.609
H -5.682 4.212 -5.588
C 4.059 6.826 1.260
C 5.128 7.076 0.208
C 6.193 8.041 0.705
O 4.535 7.563 -0.997
H 3.549 7.760 1.511
H 3.310 6.128 0.885
H 4.491 6.415 2.174
H 5.596 6.127 -0.064
H 5.744 9.010 0.939
H 6.950 8.202 -0.062
H 6.682 7.663 1.603
H 4.110 8.404 -0.796
C -3.485 -9.905 0.727
C -4.857 -9.312 0.448
C -5.040 -9.000 -1.030
O -5.050 -8.137 1.232
H -2.717 -9.176 0.451
H -3.372 -10.116 1.791
H -3.311 -10.826 0.168
H -5.633 -10.008 0.770
H -4.296 -8.266 -1.354
H -6.027 -8.574 -1.211
H -4.928 -9.896 -1.642
H -4.375 -7.495 0.978
```

Calculated values
Total energy = -4257.64364 hartree
Structure (SMILES) = CCCCCCCCN(CCCCCCCC)C(=S)SCCCc1ccc2c(c1ON=O)C(=O)C(PP(=O)(O)O)=CC2=O.CC(C)O.CC(C)O.CC(C)O.CC(C)O.CC(C)O
HOMO-LUMO gap = 7.0 eV


(2)
F6H80O40P | wB97M-V/def2-TZVPD

Structure (XYZ):
```
127
F6H80O40P (wB97M-V/def2-TZVPD)
P -0.245 -0.301 0.087
F 1.398 -0.279 0.276
F -0.251 -1.783 0.819
F -0.339 0.383 1.581
F -1.906 -0.246 -0.026
F -0.244 1.235 -0.495
F -0.220 -0.915 -1.426
O 1.259 4.799 -2.818
H 1.398 3.858 -2.923
H 1.529 5.176 -3.655
O -1.307 5.712 -3.152
H -1.606 4.817 -2.993
H -0.381 5.619 -3.377
O 4.283 1.579 2.235
H 3.390 1.746 1.933
H 4.831 2.145 1.692
O 1.952 -0.346 -4.842
H 2.024 0.464 -5.348
H 2.844 -0.692 -4.816
O 4.383 1.352 -4.528
H 4.077 0.831 -3.786
H 5.316 1.484 -4.361
O -3.911 5.224 0.022
H -3.632 4.440 0.496
H -4.369 4.889 -0.748
O 0.647 -4.570 -0.376
H 1.271 -3.863 -0.207
H -0.212 -4.159 -0.284
O 1.458 -1.448 3.954
H 1.057 -1.415 3.085
H 2.256 -1.962 3.830
O 1.898 1.929 -2.314
H 2.465 1.280 -2.731
H 1.666 1.537 -1.472
O 0.698 -1.856 6.694
H 1.487 -1.658 7.199
H 1.001 -1.907 5.788
O -3.656 -1.612 5.489
H -2.961 -1.018 5.206
H -3.997 -1.986 4.677
O 1.996 2.344 1.024
H 1.278 1.746 0.817
H 1.870 3.085 0.431
O 1.114 -2.578 -6.410
H 1.849 -3.182 -6.301
H 1.396 -1.775 -5.974
O 3.846 -4.983 -0.344
H 3.412 -4.147 -0.514
H 3.232 -5.463 0.211
O 1.293 4.794 -0.045
H 0.605 5.315 0.370
H 1.066 4.794 -0.975
O -4.350 -4.425 -3.541
H -4.214 -5.361 -3.687
H -3.649 -4.172 -2.939
O -3.195 0.586 -2.292
H -2.368 0.885 -2.671
H -2.937 0.094 -1.512
O 3.619 -3.010 3.033
H 3.524 -3.145 2.090
H 4.518 -2.701 3.142
O 4.844 -1.285 0.189
H 5.290 -0.562 0.630
H 5.467 -1.581 -0.475
O -0.810 0.757 -3.669
H 0.114 0.513 -3.729
H -0.921 1.441 -4.329
O -2.526 3.219 1.340
H -1.754 3.508 1.826
H -2.645 2.306 1.600
O 2.424 0.864 5.287
H 2.528 -0.057 5.050
H 1.516 1.069 5.064
O -3.776 -4.391 3.090
H -4.448 -3.710 3.139
H -3.422 -4.315 2.204
O -0.141 -6.578 1.480
H -0.927 -6.870 1.020
H 0.188 -5.849 0.954
O -5.314 0.970 -3.638
H -4.456 0.917 -3.216
H -5.745 0.146 -3.410
O -1.553 -0.203 4.322
H -0.803 -0.796 4.278
H -1.235 0.550 4.819
O -3.193 0.808 2.151
H -2.906 0.199 1.471
H -2.588 0.659 2.878
O -1.966 -2.852 -1.241
H -2.150 -2.620 -2.151
H -1.330 -2.198 -0.951
O 1.243 -6.478 -2.155
H 1.004 -5.846 -1.477
H 0.701 -6.241 -2.907
O 2.587 -2.623 -0.111
H 2.056 -1.827 -0.084
H 3.485 -2.317 0.018
O -3.377 -4.409 0.299
H -2.905 -3.844 -0.313
H -3.218 -5.297 -0.022
O 3.643 4.558 2.253
H 3.584 4.876 3.154
H 2.954 3.896 2.187
O 4.183 3.887 -1.578
H 3.641 4.365 -0.950
H 3.594 3.232 -1.952
O -4.642 3.578 -2.064
H -4.902 2.704 -2.355
H -3.685 3.558 -2.069
O -5.559 0.449 3.517
H -6.195 0.345 2.809
H -4.806 0.872 3.104
O -2.182 -1.819 -3.869
H -1.788 -2.357 -4.556
H -1.823 -0.944 -4.014
O 0.151 3.425 2.713
H 0.340 4.262 3.137
H 0.930 3.240 2.188
O -1.876 3.268 -1.655
H -1.446 2.428 -1.499
H -2.082 3.599 -0.780
O 3.959 -0.221 -2.362
H 4.096 -0.212 -1.414
H 3.952 -1.150 -2.594
O -0.863 2.230 5.826
H -0.133 2.805 5.598
H -1.643 2.771 5.701
```

Calculated values
ΔE to the lowest compared entry with this formula, charge and spin = 93.7 kJ/mol
Charge = -1
Total energy = -3998.55861 hartree
HOMO-LUMO gap = 8.5 eV


(3)
C4H7NOS | wB97M-V/def2-TZVPD

Structure (XYZ):
```
14
C4H7NOS (wB97M-V/def2-TZVPD)
C 3.611 0.226 0.031
C 0.259 -0.525 -0.051
C -0.931 0.162 0.513
C -1.696 1.109 -0.290
H 4.569 -0.252 -0.048
H 3.520 1.183 0.566
H 0.169 -0.761 -1.107
H 0.435 -1.482 0.447
H -0.845 0.247 1.603
H -1.370 1.243 -1.333
H -2.086 2.024 0.191
N 2.541 -0.470 -0.263
O 1.408 0.260 0.092
S -2.557 -0.426 -0.027
```

Calculated values
ΔE to the lowest compared entry with this formula, charge and spin = 303.1 kJ/mol
Total energy = -684.69162 hartree
Structure (SMILES) = C=NOC[C@H]1CS1
HOMO-LUMO gap = 10.0 eV


(4)
CH4N2O | wB97M-V/def2-TZVPD

Structure (XYZ):
```
8
CH4N2O (wB97M-V/def2-TZVPD)
C -0.447 0.474 -0.099
H 2.177 -0.285 0.682
H 0.471 -1.186 -0.605
H -0.375 1.320 0.076
H -2.566 0.190 0.133
N 0.474 -0.456 0.076
N -1.570 -0.222 -0.089
O 1.836 0.166 -0.174
```

Calculated values
ΔE to the lowest compared entry with this formula, charge and spin = 555.2 kJ/mol
Total energy = -225.08053 hartree
Structure (SMILES) = [H]/N=C/NO
HOMO-LUMO gap = 10.2 eV


(5)
C6H6N2 | wB97M-V/def2-TZVPD

Structure (XYZ):
```
14
C6H6N2 (wB97M-V/def2-TZVPD)
C 2.051 1.055 0.143
C 0.951 1.460 -0.444
C 1.417 -1.212 -0.060
C 0.242 -0.890 -0.672
C 2.072 -0.256 0.630
C -0.125 0.473 -0.502
N -1.251 0.946 -0.106
N -2.192 0.001 0.329
H 2.996 1.676 0.323
H 0.430 2.485 -0.440
H 1.884 -2.256 -0.203
H -0.454 -1.629 -0.994
H -1.860 -0.898 0.499
H -2.569 0.592 1.085
```

Calculated values
ΔE to the lowest compared entry with this formula, charge and spin = 522.5 kJ/mol
Total energy = -341.52354 hartree
HOMO-LUMO gap (alpha / beta) = 7.6 / 7.1 eV


(6)
C16H29CaF2N5O3P2 | wB97M-V/def2-TZVPD

Structure (XYZ):
```
58
C16H29CaF2N5O3P2 (wB97M-V/def2-TZVPD)
Ca 0.279 1.759 -1.157
C -1.856 1.402 3.344
N -1.477 0.172 2.646
C -1.924 -1.054 3.301
P -0.170 0.132 1.679
O 0.019 1.474 1.045
O -0.494 -1.047 0.637
P -1.431 -1.013 -0.700
O -0.766 -0.134 -1.710
N -1.525 -2.597 -1.058
C -2.088 -2.837 -2.403
C -0.408 -3.501 -0.752
N -2.911 -0.507 -0.287
C -3.264 0.911 -0.481
C -4.078 -1.377 -0.150
N 1.210 -0.414 2.342
C 1.445 -1.813 2.687
C 1.942 0.524 3.202
H -2.944 1.446 3.413
H -1.512 2.272 2.792
H -1.445 1.429 4.357
H -3.010 -1.030 3.408
H -1.486 -1.170 4.297
H -1.672 -1.929 2.704
H -2.910 -2.152 -2.607
H -2.479 -3.852 -2.441
H -1.330 -2.702 -3.177
H -0.157 -3.466 0.303
H 0.481 -3.270 -1.346
H -0.726 -4.515 -0.989
H -2.429 1.581 -0.285
H -4.040 1.161 0.242
H -3.617 1.112 -1.492
H -3.778 -2.405 0.029
H -4.698 -1.332 -1.050
H -4.681 -1.036 0.692
H 0.969 -2.479 1.973
H 1.089 -2.052 3.694
H 2.518 -2.000 2.654
H 1.779 1.552 2.887
H 3.008 0.315 3.111
H 1.650 0.414 4.251
F -2.058 3.035 -2.412
C -0.990 3.779 -1.742
F -0.209 4.248 -2.831
H -1.516 4.672 -1.392
N 7.709 1.357 -3.708
C 6.621 1.414 -3.337
C 5.249 1.486 -2.869
C 4.448 2.576 -3.201
C 3.138 2.627 -2.742
C 2.553 1.624 -1.944
C 3.417 0.550 -1.645
C 4.732 0.461 -2.082
H 4.858 3.370 -3.813
H 2.548 3.495 -3.027
H 3.059 -0.279 -1.032
H 5.358 -0.386 -1.825
```

Calculated values
ΔE to the lowest compared entry with this formula, charge and spin = 21.6 kJ/mol
Total energy = -2686.77488 hartree
HOMO-LUMO gap = 7.0 eV


(7)
C3HO3 | wB97M-V/def2-TZVPD

Structure (XYZ):
```
7
C3HO3 (wB97M-V/def2-TZVPD)
C -0.093 0.012 0.173
C 0.600 -0.920 0.868
C -0.579 0.832 -0.794
O -0.951 1.964 -1.015
O 1.026 -2.035 1.111
O 0.538 0.230 1.614
H -0.541 -0.083 -1.958
```

Calculated values
ΔE to the lowest compared entry with this formula, charge and spin = 273.3 kJ/mol
Charge = -1
Total energy = -340.57844 hartree
HOMO-LUMO gap = 7.9 eV


(8)
C2H5N2O | wB97M-V/def2-TZVPD

Structure (XYZ):
```
10
C2H5N2O (wB97M-V/def2-TZVPD)
C 1.070 0.481 0.375
C 0.277 -0.544 -0.479
N -1.066 -0.419 -0.165
N -2.069 0.023 0.086
O -3.305 0.373 0.263
H 1.027 1.544 0.179
H 1.071 0.242 1.357
H 2.018 0.174 0.155
H 0.604 -1.472 -0.178
H 0.373 -0.402 -1.591
```

Calculated values
ΔE to the lowest compared entry with this formula, charge and spin = 556.2 kJ/mol
Charge = +1
Total energy = -263.50245 hartree
Structure (SMILES) = CCN=[N+]=O
HOMO-LUMO gap = 11.6 eV


(9)
C30H26F5N7O4STi | wB97M-V/def2-TZVPD

Structure (XYZ):
```
74
C30H26F5N7O4STi (wB97M-V/def2-TZVPD)
Ti 1.118 -0.838 -0.273
C -1.403 -4.265 1.061
C -0.319 -3.512 0.654
N -0.474 -2.251 0.238
C -1.718 -1.758 0.184
C -2.798 -2.539 0.619
N -2.644 -3.770 1.057
C -1.846 -0.450 -0.450
C -3.028 0.190 -0.732
C -3.038 1.381 -1.478
C -1.819 1.826 -2.003
C -0.655 1.149 -1.705
N -0.649 0.070 -0.864
C 0.649 1.399 -2.288
C 0.935 2.354 -3.275
N 2.113 2.428 -3.853
C 3.046 1.542 -3.469
C 2.805 0.611 -2.483
N 1.611 0.558 -1.874
C -4.287 2.101 -1.760
C -5.504 1.437 -1.918
C -6.648 2.171 -2.184
N -6.671 3.495 -2.303
C -5.511 4.128 -2.150
C -4.312 3.490 -1.881
H -1.266 -5.285 1.393
H 0.688 -3.904 0.659
H -3.804 -2.139 0.599
H -3.965 -0.213 -0.371
H -1.807 2.674 -2.675
H 0.176 3.055 -3.599
H 4.008 1.578 -3.963
H 3.546 -0.105 -2.149
H -5.565 0.358 -1.864
H -7.596 1.661 -2.315
H -5.538 5.209 -2.239
H -3.415 4.079 -1.739
N 0.454 -2.119 -2.642
C 1.309 -3.309 -2.609
C 2.588 -3.019 -1.819
O 3.658 -3.488 -2.148
O 2.398 -2.252 -0.788
H -0.519 -2.363 -2.776
H 0.717 -1.512 -3.409
H 1.575 -3.700 -3.591
H 0.779 -4.099 -2.071
C 3.877 -0.656 1.518
O 3.256 0.093 0.475
C 3.692 1.460 0.471
C 2.779 2.425 1.192
O 1.617 2.624 0.417
C 0.693 3.473 1.069
H 4.962 -0.554 1.447
H 3.616 -1.697 1.366
H 3.528 -0.319 2.498
H 3.796 1.771 -0.568
H 4.684 1.503 0.927
H 3.315 3.377 1.315
H 2.512 2.043 2.183
H 1.120 4.471 1.223
H 0.387 3.053 2.032
H -0.181 3.555 0.424
F 0.993 -3.073 6.907
C 0.879 -2.345 5.795
C 1.356 -2.819 4.590
F 1.941 -4.019 4.522
C 1.223 -2.049 3.447
F 1.717 -2.568 2.301
C 0.626 -0.796 3.430
S 0.421 0.212 2.016
C 0.160 -0.350 4.671
F -0.432 0.846 4.765
C 0.277 -1.095 5.828
F -0.190 -0.619 6.985
```

Calculated values
ΔE to the lowest compared entry with this formula, charge and spin = 25.0 kJ/mol
Total energy = -3590.12432 hartree
Spin multiplicity = 3
HOMO-LUMO gap (alpha / beta) = 4.9 / 6.6 eV


(10)
C5H8O2 | wB97M-V/def2-TZVPD

Structure (XYZ):
```
15
C5H8O2 (wB97M-V/def2-TZVPD)
C -2.213 0.081 -0.833
C -1.106 -0.452 0.081
C 0.274 0.119 -0.264
C 1.414 -0.412 0.594
O 1.251 -1.166 1.524
C 2.798 0.318 0.355
O 2.772 1.498 0.619
H -2.309 1.170 -0.759
H -3.183 -0.353 -0.566
H -2.024 -0.163 -1.885
H -1.070 -1.546 0.015
H -1.348 -0.220 1.124
H 0.523 -0.085 -1.316
H 0.285 1.214 -0.166
H 3.813 0.016 0.038
```

Calculated values
ΔE to the lowest compared entry with this formula, charge and spin = 119.5 kJ/mol
Total energy = -345.75945 hartree
Structure (SMILES) = CCCC(=O)C=O
HOMO-LUMO gap = 10.0 eV